1.
The following is a DFT calculation (ωB97M-V with the def2-TZVPD basis set) of a 10-piece molecular cluster, C36H48N3O18 overall at a distorted geometry.

Total charge: -1
E_tot: -2918.23936 Eh
Strongest force on any atom: 12.59 eV Å⁻¹
HOMO-LUMO gap: 4.02 eV
Energy relative to the best compared isomer or geometry (same formula, charge and spin): 133.0 kJ/mol

```
105
Properties=species:S:1:pos:R:3:forces:R:3:lowdin_charge:R:1
C -1.149562 0.441276 -0.314238 2.539 0.169 1.954 0.015
C -1.861562 -0.060724 0.956762 -0.292 0.044 -2.708 -0.336
O -1.706562 0.317276 2.056762 -0.197 -0.019 0.773 0.159
N -2.848562 -1.212724 0.660762 -0.900 3.223 5.308 0.133
H -3.247562 -1.118724 -0.194238 -3.556 1.886 -3.444 0.091
H -2.388562 -1.895724 0.292762 5.746 -6.377 -2.121 0.017
C -3.691562 -1.754724 1.744762 -0.558 0.487 0.956 0.033
H -0.165562 -0.090724 -0.252238 -0.607 -0.015 0.005 0.096
H -0.772562 1.490276 -0.287238 -0.865 -0.624 0.556 0.087
H -1.458562 0.240276 -1.297238 -1.270 -0.628 -0.867 0.048
H -4.163562 -0.879724 2.055762 -2.469 1.335 -0.048 0.061
H -3.246562 -1.813724 2.729762 1.710 -1.041 -0.364 0.082
H -4.359562 -2.633724 1.578762 0.863 1.044 -0.685 0.135
N -4.652562 -2.339724 -2.611238 -1.141 -2.758 -1.846 -0.560
O -4.267562 -2.967724 -1.584238 -0.010 1.633 -0.340 -0.072
O -4.487562 -2.936724 -3.761238 -0.162 2.224 2.508 -0.089
O -5.364562 -1.287724 -2.525238 1.386 -0.583 -0.020 -0.095
N -0.594562 -3.384724 -0.473238 -6.325 -3.009 -1.519 -0.553
O -0.566562 -4.619724 -0.760238 2.310 1.395 -0.099 -0.036
O -1.197562 -2.622724 -1.313238 2.118 0.753 -0.164 -0.091
O -0.686562 -3.064724 0.713762 2.012 1.229 1.914 -0.067
C -2.728562 -2.373724 6.020762 -0.146 0.711 0.025 -0.037
C -1.340562 -1.740724 6.275762 1.062 -4.619 -4.249 -0.394
C -0.310562 -2.623724 6.963762 -1.494 -3.323 0.913 -0.055
O -0.734562 -1.293724 5.012762 -12.317 -2.256 -1.316 0.005
H -2.905562 -2.795724 5.081762 0.813 -0.795 -2.030 0.036
H -3.519562 -1.596724 5.951762 0.365 -0.323 1.004 0.089
H -2.964562 -3.232724 6.638762 -0.149 0.403 0.853 0.073
H -1.579562 -0.971724 6.822762 -0.575 4.580 3.191 0.069
H 0.552438 -2.130724 7.243762 1.676 1.789 0.660 0.025
H 0.174438 -3.461724 6.302762 -1.699 1.137 1.055 0.124
H -0.740562 -3.039724 7.997762 0.842 0.496 -2.351 0.122
H 0.059438 -1.172724 5.197762 11.245 2.161 2.275 -0.120
C 2.134438 -2.283724 -2.137238 -1.370 -1.860 -1.706 -0.047
C 1.589438 -2.331724 -3.568238 0.167 -0.154 0.323 -0.434
C 2.229438 -1.387724 -4.557238 1.720 1.472 5.938 -0.031
O 1.868438 -3.683724 -3.995238 3.183 2.994 -0.773 -0.005
H 1.977438 -1.397724 -1.604238 -0.613 1.146 1.008 0.042
H 3.122438 -2.594724 -2.102238 2.468 0.122 -0.318 0.059
H 1.706438 -3.230724 -1.812238 -0.754 0.513 1.314 0.080
H 0.490438 -2.052724 -3.497238 0.975 -0.914 -0.301 0.143
H 1.824438 -0.439724 -4.162238 0.628 0.295 -0.554 0.071
H 1.865438 -1.532724 -5.444238 -1.864 -0.860 -5.306 0.002
H 3.337438 -1.400724 -4.523238 -0.608 -0.025 -0.064 0.104
H 1.117438 -4.153724 -3.907238 -4.031 -2.704 0.510 0.029
C -5.626562 2.138276 0.483762 -4.462 2.454 -4.027 -0.029
C -4.600562 2.157276 -0.685238 -1.092 -0.690 2.217 -0.500
C -3.408562 2.856276 -0.261238 -0.216 0.470 2.906 -0.063
O -4.291562 0.878276 -1.044238 7.047 1.595 8.991 0.041
H -5.140562 1.747276 1.320762 0.161 -1.223 1.359 0.034
H -6.779562 1.688276 0.053762 3.741 0.676 1.770 0.165
H -5.926562 3.225276 0.715762 0.574 -1.454 -0.140 0.081
H -4.765562 2.616276 -1.585238 -2.220 1.763 -2.054 0.124
H -2.804562 2.417276 0.466762 0.702 -1.475 1.394 0.057
H -3.562562 3.797276 0.178762 -0.997 1.530 0.524 0.085
H -2.783562 3.064276 -0.997238 2.827 0.628 -3.825 0.042
H -4.704562 0.584276 -1.696238 -6.072 -4.361 -8.997 -0.061
C 1.572438 -1.276724 2.741762 1.126 0.379 -4.171 0.095
C 2.379438 -1.709724 1.506762 -2.765 1.752 4.737 0.116
C 3.900438 -1.556724 1.558762 -1.356 -0.472 -0.260 -0.442
O 4.655438 -1.966724 0.706762 -0.310 -0.307 -0.837 0.101
C 4.507438 -0.905724 2.693762 -2.004 1.617 5.006 0.021
C 3.737438 -0.407724 3.796762 2.410 -0.949 -3.592 0.041
C 2.251438 -0.498724 3.849762 -0.477 -0.295 1.390 -0.374
O 1.633438 -0.031724 4.846762 1.634 -1.010 -2.700 0.038
H 0.404438 -1.121724 2.853762 2.447 -1.111 -0.775 0.130
H 1.911438 -2.120724 0.583762 0.259 0.231 1.043 0.085
H 5.600438 -0.976724 2.768762 -0.520 0.385 -0.200 0.120
H 4.271438 0.101276 4.587762 -0.216 -0.124 0.261 0.104
C 4.266438 2.341276 -4.102238 -7.147 -0.101 -3.084 0.047
C 2.736438 2.354276 -3.937238 7.023 -1.502 1.785 0.102
C 2.087438 1.811276 -2.662238 -3.558 1.519 0.469 -0.317
O 0.807438 1.732276 -2.570238 5.028 -0.092 -0.346 0.047
C 3.022438 1.540276 -1.507238 3.294 -1.723 -2.325 0.018
C 4.411438 1.458276 -1.809238 -2.495 -1.165 2.158 0.034
C 5.144438 1.772276 -3.099238 1.574 0.519 1.084 -0.412
O 6.380438 1.641276 -3.210238 -2.835 0.041 0.165 0.069
H 4.485438 2.488276 -5.246238 0.400 0.018 2.667 0.138
H 2.170438 2.642276 -4.770238 -0.958 0.416 -0.819 0.069
H 2.704438 0.948276 -0.625238 -0.210 1.062 -0.514 0.099
H 4.975438 0.920276 -0.993238 -0.118 0.911 -1.123 0.122
C -0.536562 -0.223724 -6.579238 2.256 6.611 -3.103 0.017
C -0.365562 1.290276 -6.440238 -2.109 -7.923 2.624 0.120
C -0.900562 1.936276 -5.122238 1.480 2.008 -2.501 -0.434
O -0.723562 3.137276 -4.890238 -0.071 -1.405 -0.488 0.050
C -1.602562 1.097276 -4.230238 -3.404 -5.357 2.094 -0.007
C -1.814562 -0.322724 -4.404238 3.679 6.337 -3.987 0.127
C -1.294562 -1.012724 -5.706238 -3.192 -3.506 3.658 -0.383
O -1.644562 -2.224724 -5.829238 1.624 3.568 -0.479 0.088
H -0.108562 -0.663724 -7.545238 -0.635 0.459 1.660 0.132
H 0.329438 1.588276 -7.146238 0.960 1.709 -1.080 0.057
H -2.194562 1.569276 -3.378238 1.356 -0.451 -1.071 0.131
H -2.205562 -0.962724 -3.747238 -2.010 -2.191 2.653 0.054
C 4.186438 3.932276 3.043762 -2.283 -5.789 -5.605 0.066
C 3.489438 2.981276 2.054762 0.935 5.157 6.244 0.115
C 2.011438 2.709276 2.246762 0.312 -1.017 -3.281 -0.390
O 1.394438 2.173276 1.287762 1.156 1.031 2.536 0.063
C 1.358438 3.197276 3.436762 3.934 5.704 4.175 0.084
C 2.087438 4.246276 4.310762 -6.900 -3.988 -0.338 0.063
C 3.473438 4.470276 4.154762 2.656 3.017 2.383 -0.486
O 4.091438 5.233276 4.958762 -1.374 -1.699 -1.560 0.051
H 5.256438 4.026276 2.915762 -0.121 0.539 0.157 0.104
H 3.945438 2.736276 1.155762 0.838 -0.813 -1.369 0.059
H 0.335438 3.080276 3.614762 -1.329 -0.555 0.093 0.087
H 1.461438 4.775276 5.310762 2.165 -1.710 -3.406 0.198
```
Positions in Å, forces in eV/Å.

2.
The following is a DFT calculation (ωB97M-V with the def2-TZVPD basis set) of C36H48N5O2ReS2SbSi3 as an isolated structure.

⟨S²⟩: 3.78
E_tot: -3808.44231 Eh
Strongest force on any atom: 0.11 eV Å⁻¹
Spin multiplicity: 4
HOMO-LUMO gap (alpha / beta): 7.38 / 6.47 eV
Energy relative to the best compared isomer or geometry (same formula, charge and spin): 0.0 kJ/mol

```
98
Properties=species:S:1:pos:R:3:forces:R:3:lowdin_charge:R:1
Re 0.793770 0.440756 1.368974 -0.057 0.086 0.045 1.016
C 0.343085 -3.812821 1.193722 -0.009 -0.013 -0.011 -0.051
C 1.728670 -3.565020 0.670258 -0.002 0.002 -0.007 -0.224
C 2.383293 -4.539389 -0.071689 0.005 -0.004 0.006 -0.059
C 3.701115 -4.366535 -0.460293 0.001 0.001 0.001 -0.071
C 4.379702 -3.226131 -0.072497 0.003 0.006 -0.007 -0.051
C 3.756387 -2.228314 0.672920 0.007 -0.006 0.001 -0.214
C 4.567397 -1.052029 1.127908 -0.013 0.000 -0.005 -0.030
C 2.406729 -2.385925 0.995827 -0.009 0.003 0.015 -0.216
N 1.704843 -1.429136 1.817277 0.028 -0.012 -0.005 -0.080
C 1.665602 -1.844267 3.117886 0.011 0.019 -0.001 -0.496
O 2.211621 -2.823867 3.595641 -0.008 -0.010 -0.003 0.090
C 0.835124 -0.964153 3.997150 -0.005 0.008 -0.020 -0.169
C 0.671121 -1.147685 5.354042 -0.002 -0.005 0.006 0.038
C -0.077890 -0.213575 6.058655 0.001 -0.005 0.001 -0.004
C -0.614792 0.884566 5.399365 -0.001 0.003 0.000 0.038
C -0.403964 0.999173 4.040880 -0.002 -0.006 -0.002 -0.168
N 0.273673 0.069015 3.371139 -0.005 -0.025 0.010 -0.040
C -0.852443 2.161091 3.212943 0.008 0.016 0.019 -0.495
O -1.503097 3.049783 3.736726 0.000 0.004 0.001 0.088
N -0.465225 2.081377 1.907114 0.022 -0.054 -0.012 -0.077
C -1.013457 3.177198 1.144374 -0.021 -0.005 0.012 -0.217
C -0.275509 4.334111 0.887007 0.001 0.016 0.008 -0.214
C 1.139281 4.520173 1.348777 -0.001 0.001 0.003 -0.031
C -0.895377 5.377465 0.202212 0.008 -0.009 -0.003 -0.051
C -2.218406 5.298068 -0.188722 -0.001 0.000 -0.003 -0.071
C -2.956866 4.171965 0.135953 0.002 -0.008 -0.010 -0.058
C -2.371895 3.111639 0.815042 0.005 0.008 0.006 -0.224
C -3.210139 1.956092 1.279934 0.005 0.005 0.008 -0.053
H -0.071038 -4.732611 0.780908 -0.002 0.003 0.001 0.080
H -0.332833 -2.988633 0.956934 0.007 0.005 0.005 0.036
H 0.363611 -3.923483 2.279445 0.005 -0.003 0.002 0.088
H 1.858522 -5.453852 -0.322834 0.000 0.002 0.000 0.114
H 4.206166 -5.133266 -1.033936 0.000 0.000 0.002 0.105
H 5.424475 -3.103928 -0.331997 -0.002 0.002 0.001 0.115
H 5.626808 -1.305082 1.120127 -0.001 0.000 0.002 0.088
H 4.294042 -0.738874 2.133375 -0.002 0.002 0.002 0.057
H 4.429384 -0.198276 0.462997 0.003 -0.001 -0.003 0.056
H 1.144000 -2.000375 5.819778 -0.001 0.003 0.001 0.129
H -0.222174 -0.328513 7.124712 0.000 0.000 -0.001 0.119
H -1.173032 1.662038 5.900756 0.001 -0.002 0.002 0.129
H 1.335360 5.577424 1.524208 0.002 -0.001 -0.003 0.089
H 1.846662 4.178356 0.591040 0.004 -0.006 0.000 0.065
H 1.342098 3.975090 2.267270 -0.004 0.006 -0.002 0.047
H -0.322251 6.273331 -0.005206 -0.002 -0.001 0.000 0.116
H -2.682854 6.122944 -0.713999 0.001 -0.001 0.003 0.105
H -4.010160 4.122143 -0.115117 0.003 -0.002 -0.002 0.114
H -4.214521 2.007942 0.861128 -0.004 -0.001 -0.001 0.078
H -3.307848 1.978053 2.367299 -0.002 0.002 -0.009 0.089
H -2.765385 0.997303 1.006839 -0.002 0.000 -0.002 0.032
S 2.667942 1.565409 2.370604 0.011 -0.004 -0.011 0.686
C 3.194748 1.979225 0.775129 -0.020 0.008 0.001 -1.074
S 2.086197 1.356250 -0.412521 0.040 -0.021 -0.022 0.557
C 4.316922 2.692051 0.478652 -0.012 -0.002 0.007 -0.368
C 5.165999 3.169474 1.521968 -0.005 0.055 -0.019 -0.226
N 5.829396 3.557096 2.378403 -0.001 -0.033 0.005 0.169
C 4.648301 2.972221 -0.881506 0.051 -0.035 0.003 -0.234
N 4.897227 3.171364 -1.987258 -0.028 0.017 0.005 0.166
C 0.011246 -1.822369 -4.447673 -0.005 0.005 -0.004 -0.217
Si 0.484301 -2.031447 -2.648104 0.003 -0.003 0.007 0.345
C 2.294588 -1.642474 -2.521724 0.006 0.014 0.000 -0.216
C 0.025435 -3.811679 -2.297472 -0.012 -0.007 -0.002 -0.210
Sb -0.807142 -0.472634 -0.969797 -0.007 0.001 -0.017 0.862
Si -3.030284 -1.820746 -0.916908 0.000 -0.005 -0.002 0.315
C -4.432101 -0.931679 -0.059347 -0.002 0.010 0.012 -0.220
C -2.860454 -3.474341 -0.061987 -0.003 0.003 0.005 -0.220
C -3.481722 -2.094185 -2.715360 -0.003 -0.002 -0.007 -0.210
Si -1.586362 1.466500 -2.569632 -0.005 -0.008 0.008 0.343
C -1.526507 1.015620 -4.383813 0.008 -0.011 -0.009 -0.218
C -3.394110 1.818052 -2.239088 -0.006 0.006 0.005 -0.209
C -0.469145 2.935048 -2.373843 0.002 0.005 0.005 -0.217
H 0.480293 -2.677580 -4.947357 -0.002 0.007 -0.003 0.045
H 0.412946 -0.920352 -4.901787 -0.001 0.010 -0.001 0.021
H -1.057545 -1.876234 -4.646717 0.000 0.001 -0.001 0.013
H 2.845537 -2.314216 -3.186667 -0.002 -0.001 0.002 0.049
H 2.689251 -1.758009 -1.515383 0.001 -0.006 -0.003 -0.003
H 2.483083 -0.616454 -2.846124 0.005 -0.004 0.002 0.026
H 0.762670 -4.447221 -2.797027 0.001 0.002 0.001 0.049
H -0.951174 -4.032876 -2.734062 0.001 -0.004 0.002 0.026
H 0.009961 -4.082462 -1.249187 0.001 0.003 0.005 -0.021
H -4.233844 -0.787298 1.003337 -0.010 0.000 -0.002 0.032
H -5.315560 -1.571822 -0.147991 0.003 -0.001 -0.002 0.042
H -4.670595 0.033702 -0.500811 0.002 -0.008 0.002 0.007
H -2.630878 -3.362216 0.998560 -0.002 -0.004 -0.003 0.032
H -2.110659 -4.122137 -0.511068 0.000 0.003 -0.002 0.007
H -3.830469 -3.975639 -0.139188 0.003 0.001 0.000 0.042
H -3.583738 -1.155998 -3.262734 0.003 -0.005 0.004 0.010
H -4.441743 -2.616282 -2.765649 0.004 0.001 0.000 0.043
H -2.742019 -2.708234 -3.230205 -0.002 0.004 -0.003 0.009
H -2.053217 0.101340 -4.649300 -0.002 -0.003 0.001 0.013
H -0.509643 0.966627 -4.767731 -0.001 -0.007 -0.011 0.024
H -2.027509 1.845840 -4.893851 0.000 -0.001 0.005 0.046
H -4.020119 1.035804 -2.673857 0.006 0.001 -0.002 0.026
H -3.643631 2.759263 -2.738336 0.000 -0.003 0.000 0.049
H -3.642171 1.924220 -1.189382 -0.005 -0.001 -0.008 -0.019
H 0.539660 2.695685 -2.716361 0.000 0.002 0.003 0.024
H -0.405564 3.306407 -1.354857 0.001 -0.004 -0.011 -0.005
H -0.859181 3.738029 -3.007240 0.005 -0.001 0.002 0.050
```
Positions in Å, forces in eV/Å.